The following is a DFT calculation (ωB97M-V/def2-TZVPD) of C30H25ClN4O4S in the gas phase.

Positions of all 65 atoms, in Å:
O1 -0.75 -2.76 0.62
C1 -0.92 -1.70 0.04
N1 -2.14 -1.24 -0.30
C2 -2.46 0.11 -0.71
H1 -1.54 0.67 -0.89
C3 -3.29 0.79 0.39
N2 -4.47 0.02 0.69
C4 -5.63 0.29 -0.01
N3 -5.59 1.37 -0.79
C5 -6.69 1.74 -1.43
C6 -7.89 1.07 -1.35
C7 -7.94 -0.06 -0.53
C8 -6.81 -0.45 0.15
H2 -6.85 -1.32 0.79
H3 -8.85 -0.62 -0.43
H4 -8.76 1.41 -1.89
H5 -6.58 2.63 -2.04
C9 -4.13 -1.32 1.12
H6 -5.01 -1.90 1.36
H7 -3.52 -1.23 2.03
C10 -3.31 -2.03 0.03
H8 -2.97 -3.01 0.38
H9 -3.93 -2.15 -0.86
H10 -3.60 1.78 0.05
H11 -2.69 0.87 1.30
H12 -3.05 0.08 -1.63
C11 0.26 -0.87 -0.37
C12 1.20 -0.55 0.60
C13 2.39 0.10 0.27
C14 2.59 0.43 -1.07
C15 1.66 0.12 -2.04
C16 0.50 -0.54 -1.70
H13 -0.21 -0.83 -2.46
H14 1.89 0.39 -3.06
S1 4.08 1.31 -1.53
O2 4.05 1.59 -2.93
O3 5.23 0.63 -0.99
C17 3.77 2.81 -0.60
C18 3.53 4.00 -1.25
C19 3.21 5.13 -0.51
C20 3.13 5.04 0.87
C21 3.38 3.84 1.52
C22 3.68 2.70 0.78
C23 4.04 1.45 1.53
O4 4.85 1.51 2.43
N4 3.36 0.30 1.25
C24 3.71 -0.87 2.07
C25 3.57 -2.14 1.27
C26 4.25 -2.26 0.07
C27 4.06 -3.39 -0.71
C28 3.22 -4.41 -0.30
C29 2.57 -4.30 0.91
C30 2.73 -3.16 1.69
H15 2.20 -3.08 2.63
H16 1.90 -5.08 1.24
H17 3.09 -5.28 -0.92
Cl1 4.88 -3.50 -2.23
H18 4.91 -1.47 -0.27
H19 3.08 -0.90 2.96
H20 4.74 -0.72 2.39
H21 3.34 3.77 2.59
H22 2.89 5.92 1.45
H23 3.03 6.07 -1.01
H24 3.61 4.02 -2.33
H25 1.01 -0.84 1.63

* LUMO level: -0.167 eV
* SMILES: O=C(c1ccc2c(c1)N(Cc1cccc(Cl)c1)C(=O)c1ccccc1S2(=O)=O)N1CCN(c2ccccn2)CC1
* HOMO energy: -0.300 Ha
* frontier orbital gap: 8.0 eV

Partial charges, Löwdin, in e: number 1, O, carries 0.08; number 2, C, carries -0.42; number 3, N, carries -0.04; number 4, C, carries -0.11; number 5, H, carries 0.12; number 6, C, carries -0.13; number 7, N, carries -0.08; number 8, C, carries -0.29; number 9, N, carries 0.11; number 10, C, carries -0.15; number 11, C, carries -0.09; number 12, C, carries -0.08; number 13, C, carries -0.01; number 14, H, carries 0.10; number 15, H, carries 0.11; number 16, H, carries 0.09; number 17, H, carries 0.11; number 18, C, carries -0.12; number 19, H, carries 0.11; number 20, H, carries 0.13; number 21, C, carries -0.10; number 22, H, carries 0.12; number 23, H, carries 0.14; number 24, H, carries 0.11; number 25, H, carries 0.13; number 26, H, carries 0.13; number 27, C, carries -0.12; number 28, C, carries 0.07; number 29, C, carries -0.19; number 30, C, carries -0.18; number 31, C, carries -0.02; number 32, C, carries -0.01; number 33, H, carries 0.13; number 34, H, carries 0.12; number 35, S, carries 0.75; number 36, O, carries -0.29; number 37, O, carries -0.27; number 38, C, carries -0.21; number 39, C, carries -0.04; number 40, C, carries -0.06; number 41, C, carries -0.05; number 42, C, carries 0.00; number 43, C, carries -0.11; number 44, C, carries -0.40; number 45, O, carries 0.11; number 46, N, carries 0.02; number 47, C, carries -0.06; number 48, C, carries -0.22; number 49, C, carries -0.05; number 50, C, carries -0.66; number 51, C, carries -0.10; number 52, C, carries -0.07; number 53, C, carries -0.05; number 54, H, carries 0.12; number 55, H, carries 0.11; number 56, H, carries 0.10; number 57, Cl, carries 0.69; number 58, H, carries 0.10; number 59, H, carries 0.14; number 60, H, carries 0.14; number 61, H, carries 0.13; number 62, H, carries 0.11; number 63, H, carries 0.11; number 64, H, carries 0.12; number 65, H, carries 0.14

The following is a DFT calculation (ωB97M-V/def2-TZVPD) of 3 unconnected molecules or ions with the total composition C3H12N2O2.

Positions of all 19 atoms, in Å:
C1 -0.45 -1.13 0.86
C2 0.95 -1.41 0.37
N1 3.65 -0.43 0.84
C3 2.63 0.25 0.12
N2 1.51 -0.20 -0.20
H1 -0.42 -0.18 1.39
H2 -0.88 -1.90 1.50
H3 -1.18 -0.87 0.08
H4 0.97 -2.18 -0.39
H5 1.61 -1.90 1.10
H6 3.41 -0.52 1.83
H7 4.50 0.10 0.79
H8 2.87 1.22 -0.31
H9 -5.56 1.77 2.10
H10 -5.78 2.72 3.27
O1 -5.21 2.01 2.96
H11 -1.39 -0.50 -4.80
H12 -2.12 0.73 -4.78
O2 -1.20 0.45 -4.89

* ΔE to the lowest compared entry with this formula, charge and spin: 1.674 eV
* LUMO level: 0.910 eV
* SMILES: CC/N=C\N.O.O
* HOMO energy: -0.341 Ha
* frontier orbital gap: 10.2 eV

Partial charges, Löwdin, in e: number 1, C, carries -0.11; number 2, C, carries -0.32; number 3, N, carries 0.05; number 4, C, carries -0.29; number 5, N, carries 0.01; number 6, H, carries 0.07; number 7, H, carries 0.07; number 8, H, carries 0.07; number 9, H, carries 0.11; number 10, H, carries 0.09; number 11, H, carries 0.08; number 12, H, carries 0.07; number 13, H, carries 0.10; number 14, H, carries 0.03; number 15, H, carries 0.03; number 16, O, carries -0.06; number 17, H, carries 0.03; number 18, H, carries 0.03; number 19, O, carries -0.07